# 1
C25H33BrCl2N2O2SSi2Ti | ωB97M-V/def2-TZVPD

charge	+2
orbital gap	6.81	eV
energy relative to the best compared isomer or geometry (same formula, charge and spin)	0.0000	eV
highest occupied orbital energy	-13.7	eV

```
69
C25H33BrCl2N2O2SSi2Ti | the OMol25 dataset | ωB97M-V/def2-TZVPD
C 1.88 -2.31 -1.89
H 1.27 0.24 5.05
H 0.44 2.29 -3.00
C 1.66 -0.58 4.45
H -2.28 6.13 -4.00
C -2.17 -1.07 -0.73
S -1.74 2.21 -1.17
H 4.55 -2.39 -4.69
H 3.57 -0.23 -3.98
Si 1.64 -0.28 2.61
H -0.61 1.72 5.43
Ti -0.02 1.14 0.13
H 1.58 5.07 0.91
C 2.41 -3.52 -2.30
H 2.08 -4.44 -1.85
C -1.97 -0.64 4.29
Cl 1.62 3.23 -0.58
C 1.74 0.17 -2.11
H -2.49 -1.38 3.69
H 2.70 -0.74 4.74
H 2.38 2.14 2.56
O 1.79 1.19 -2.77
H 1.07 3.56 -4.78
Cl -0.02 3.54 1.73
Si -1.37 0.81 3.28
C 3.37 -3.53 -3.30
H -0.57 -2.73 2.35
H -2.68 -0.26 5.03
C -0.12 0.14 1.95
H -3.50 1.98 3.16
C -1.03 -2.28 1.48
O 1.09 0.19 -0.91
H 2.96 1.26 1.13
Br 4.10 -5.17 -3.84
C -2.41 -2.40 -0.50
C 2.75 1.18 2.20
H 2.25 -1.72 0.67
C 3.80 -2.36 -3.91
H -3.03 -2.97 -1.18
C -0.56 2.08 4.40
C -0.56 4.98 -4.56
H -2.88 4.65 -2.11
H 1.11 -1.49 4.72
H -1.17 -1.13 4.84
C -2.01 4.45 -2.71
H 0.10 4.98 -0.13
H -2.57 -0.54 -1.59
H -0.27 5.60 -5.40
N -1.43 -0.37 0.13
H 1.85 -2.71 2.07
C -1.82 -3.01 0.62
C -2.86 1.53 2.40
C 0.19 3.87 -4.24
C -1.67 5.27 -3.78
H 0.48 2.29 4.19
C -0.86 -0.92 1.22
H -1.11 3.03 4.38
C -1.24 3.33 -2.42
C 2.32 -1.78 1.75
H 3.71 1.01 2.68
H 1.12 -2.29 -1.12
C 2.30 -1.12 -2.49
C 0.82 4.43 0.46
H -3.44 0.76 1.89
N -0.17 3.09 -3.21
H 3.38 -1.86 2.00
C 3.25 -1.15 -3.51
H -2.64 2.32 1.67
H -1.99 -4.06 0.81
```

---

# 2
C9H12Cl2LaMnN2O4 | ωB97M-V/def2-TZVPD

charge	+4
2S+1	5
orbital gap (alpha / beta)	8.15 / 6.34	eV
highest occupied orbital energy (alpha / beta)	-22.4 / -21.7	eV

```
31
C9H12Cl2LaMnN2O4 | the OMol25 dataset | ωB97M-V/def2-TZVPD
H -5.49 3.09 2.12
C -2.41 1.66 -1.04
N -3.16 1.49 0.22
H -1.81 2.58 -0.99
N -3.35 0.53 2.34
C -3.95 2.67 0.69
O -1.75 -0.22 0.91
C 5.59 -5.78 -1.92
H -2.61 0.17 4.22
O 1.13 1.97 0.48
C -2.72 0.58 1.14
H -3.63 -1.18 3.53
C -5.01 2.22 1.66
C 0.77 1.01 -0.11
C 4.68 -7.30 -0.01
H -5.27 0.72 3.19
C -2.86 -0.42 3.32
H -4.11 1.93 3.69
H -3.18 1.82 -1.82
Cl 1.54 -1.74 -1.33
La 3.58 -5.29 -0.69
Cl 2.52 -6.21 1.40
H -4.45 3.04 -0.23
H -3.22 3.42 1.10
O 6.55 -6.42 -2.13
Mn -0.05 -0.64 -0.07
O 5.51 -8.11 0.03
C -4.44 1.35 2.80
H -5.84 1.68 1.15
H -1.68 0.81 -1.24
H -1.96 -0.89 2.89
```